1.
The following is a DFT calculation (ωB97M-V/def2-TZVPD) of a molecular structure, C5H13NO2 at a distorted geometry.

Calculated values
2S+1: 1
E_LUMO: -0.046 Ha
Relative energy (zero: lowest compared OMol25 entry of this formula, charge and spin): 346.0 kJ/mol

XYZ file:
```
21
Properties=species:S:1:pos:R:3:forces:R:3:nbo_charge:R:1
N 0.925331 -0.160737 1.349877 0.945 0.093 -0.357 -0.64
C 0.017062 0.171553 0.499512 0.249 -0.901 -2.424 0.47
C 0.376367 0.977941 -0.690171 -0.491 0.677 0.414 -0.72
C -3.666342 -0.892592 0.358694 -0.660 0.274 0.030 -0.66
C -2.381783 -0.293339 -0.070889 0.287 -1.306 -1.240 -0.01
C -1.232825 -0.534073 0.558891 -0.769 0.667 2.391 -0.32
H 1.869505 0.176801 1.126881 0.195 -0.330 0.082 0.48
H 0.868127 -1.100457 1.720645 0.022 0.256 0.626 0.42
H -0.519163 1.188547 -1.267541 0.080 0.168 -0.071 0.21
H 1.090029 0.391581 -1.280656 0.119 -0.075 0.198 0.33
H -4.001168 -1.678250 -0.323133 0.147 0.042 -0.106 0.24
H -3.673157 -1.297556 1.366513 0.259 0.003 0.080 0.22
H -4.437488 -0.117983 0.310230 -0.046 -0.052 0.015 0.24
H -2.385783 0.086046 -1.089185 0.030 0.712 0.242 0.21
H -1.357358 -1.027968 1.527185 0.068 -0.280 -0.191 0.20
H 3.263950 0.527612 -0.633815 0.156 0.503 -0.409 0.48
H 3.813025 -1.238562 -0.796421 0.024 0.146 0.017 0.45
O 3.104617 -0.678627 -0.474326 -0.650 -0.432 0.554 -1.20
H 4.174986 1.899815 -0.972575 0.052 0.189 0.033 0.44
H 0.898133 1.899522 -0.424284 0.156 -0.060 -0.123 0.30
O 3.253932 1.700722 -0.795439 -0.174 -0.293 0.240 -1.15
```
Positions in Å, forces in eV/Å.



2.
The following is a DFT calculation (ωB97M-V/def2-TZVPD) of 2 unconnected molecules or ions with the total composition C5H13NO2.

Calculated values
2S+1: 1
E_LUMO: 0.019 Ha
Structure (SMILES): CCCCC(N)=O.O
Relative energy (zero: lowest compared OMol25 entry of this formula, charge and spin): 28.3 kJ/mol

XYZ file:
```
21
Properties=species:S:1:pos:R:3:forces:R:3:nbo_charge:R:1
C 1.791325 -2.076729 1.150632 -0.102 0.370 -0.760 -0.61
C 1.975035 -0.591112 1.436599 0.405 0.116 -0.668 -0.40
C 1.046737 0.292936 0.605661 -0.339 0.276 0.552 -0.38
C -0.379669 0.418563 1.184536 0.163 -0.205 0.013 -0.50
C -1.209721 1.340705 0.312928 -0.095 -0.246 0.102 0.68
N -1.663058 0.773403 -0.840060 -0.049 0.217 -0.158 -0.83
O -1.415406 2.505047 0.582551 0.164 0.202 0.002 -0.61
H 2.470996 -2.710589 1.707401 -0.145 -0.147 0.285 0.21
H 1.967517 -2.272606 0.089728 0.301 0.088 -0.051 0.20
H 0.750534 -2.362488 1.255985 -0.151 -0.268 0.583 0.20
H 1.865173 -0.365633 2.489041 -0.123 0.021 0.358 0.20
H 2.990777 -0.274683 1.165546 -0.005 -0.297 0.164 0.20
H 1.485363 1.293913 0.548123 -0.142 -0.027 -0.095 0.21
H 0.972029 -0.100764 -0.406583 0.101 0.007 -0.169 0.20
H -0.831688 -0.573082 1.245405 -0.114 -0.082 -0.141 0.20
H -0.366512 0.802053 2.205402 0.097 0.198 -0.131 0.23
H -2.002265 1.377621 -1.573709 -0.121 -0.154 0.218 0.40
H -1.614670 -0.213185 -1.002656 0.180 -0.102 -0.165 0.40
O -0.562861 -1.702838 -3.515246 0.301 0.151 0.070 -0.95
H 0.333952 -1.380535 -3.701372 -0.492 -0.159 -0.042 0.47
H -1.018167 -1.753208 -4.362564 0.167 0.041 0.032 0.47
```
Positions in Å, forces in eV/Å.



3.
The following is a DFT calculation (ωB97M-V/def2-TZVPD) of a molecular structure, C5H13NO2.

Calculated values
2S+1: 1
E_LUMO: 0.026 Ha
Relative energy (zero: lowest compared OMol25 entry of this formula, charge and spin): 454.9 kJ/mol

XYZ file:
```
21
Properties=species:S:1:pos:R:3:forces:R:3:nbo_charge:R:1
C 0.655503 0.601549 0.669077 0.305 -0.315 0.184 0.64
C -0.116321 1.822081 0.357735 -0.629 -0.180 -0.279 -0.84
C 1.297426 -1.582931 -0.421090 -0.109 0.152 0.003 -0.43
N 0.458459 -0.375836 -0.465391 -0.158 0.056 0.080 -0.47
O 2.087581 0.752335 0.833800 -0.445 -0.019 -0.123 -0.77
O 0.187790 -0.046061 1.827432 0.006 0.023 -0.233 -0.73
H 2.256973 1.696884 0.732485 -0.045 -0.056 0.059 0.49
H 0.958411 -0.212377 2.381074 0.010 0.059 -0.034 0.49
H 0.630711 0.141613 -1.322883 -0.027 0.001 0.022 0.40
H -0.346642 2.403307 1.248167 0.111 -0.056 0.024 0.22
H 0.349743 2.437865 -0.413196 0.020 -0.075 -0.126 0.19
H -1.343260 1.193623 -0.147642 0.545 0.186 0.575 0.31
H 1.124584 -2.086357 0.527874 -0.006 -0.005 -0.017 0.22
H 2.352737 -1.334251 -0.512724 -0.052 0.013 0.026 0.22
H 1.004516 -2.246734 -1.235294 -0.028 0.017 0.038 0.21
C -1.295295 -0.932622 -0.611348 0.064 0.349 -0.421 -0.15
C -2.187880 0.183059 -0.623012 -0.571 -0.048 0.126 -0.81
H -2.530640 0.625037 -1.554194 0.356 -0.399 -0.465 0.21
H -1.163939 -1.505022 -1.526289 0.408 0.015 -0.058 0.18
H -1.307600 -1.572244 0.263256 -0.094 0.037 0.062 0.21
H -3.072856 0.037084 -0.007838 0.339 0.244 0.557 0.23
```
Positions in Å, forces in eV/Å.



4.
The following is a DFT calculation (ωB97M-V/def2-TZVPD) of 2 unconnected molecules or ions with the total composition C5H13NO2 at a distorted geometry.

Calculated values
2S+1: 1
E_LUMO: -0.109 Ha
Relative energy (zero: lowest compared OMol25 entry of this formula, charge and spin): 782.3 kJ/mol

XYZ file:
```
21
Properties=species:S:1:pos:R:3:forces:R:3:nbo_charge:R:1
C 0.055686 -1.972098 0.677562 -0.272 -0.646 1.463 -0.42
N 0.220420 -0.548169 0.963396 0.079 0.294 -3.236 -0.40
C -0.528707 0.451125 0.168335 -0.705 0.917 1.046 -0.09
C 0.377349 1.678567 -0.024937 0.964 -1.594 -0.665 -0.41
C 1.071778 2.145278 1.241837 -0.947 0.221 0.597 -0.62
O 2.009130 -0.576636 -0.729544 -0.859 0.041 1.156 -0.43
C -1.061219 -0.055151 -1.146826 -0.345 -1.581 0.071 -0.09
O -2.111487 -0.964647 -0.809616 -0.769 0.143 0.414 -0.74
H -0.829767 -2.312233 1.220273 0.058 -0.038 0.054 0.22
H -0.037716 -2.368551 -0.331566 0.059 0.703 -0.265 0.21
H 0.944394 -2.417060 1.125309 -0.170 -0.258 -0.016 0.21
H 1.169598 -0.325326 0.570044 1.983 -0.198 0.276 0.36
H -1.357796 0.796525 0.805656 -0.192 -0.306 -0.074 0.23
H 1.173613 1.120138 -0.612065 -0.328 1.186 -0.334 0.26
H -0.157276 2.416531 -0.619633 0.211 0.178 0.106 0.22
H 1.562592 3.115370 1.233914 0.147 -0.019 -0.627 0.22
H 0.310028 2.260306 2.024815 0.170 -0.234 0.148 0.20
H 1.788587 1.389092 1.543934 0.089 0.114 0.258 0.22
H -1.425185 0.702160 -1.839266 0.190 0.328 0.159 0.18
H -0.290403 -0.679488 -1.602115 0.424 0.580 -0.333 0.20
H -2.440026 -1.457595 -1.565434 0.213 0.170 -0.197 0.47
```
Positions in Å, forces in eV/Å.



5.
The following is a DFT calculation (ωB97M-V/def2-TZVPD) of 3 unconnected molecules or ions with the total composition C5H13NO2 at a distorted geometry.

Calculated values
2S+1: 1
E_LUMO: 0.023 Ha
Structure (SMILES): C=C/C=C/CN.O.O
Relative energy (zero: lowest compared OMol25 entry of this formula, charge and spin): 359.8 kJ/mol

XYZ file:
```
21
Properties=species:S:1:pos:R:3:forces:R:3:nbo_charge:R:1
C 2.932287 2.569025 -1.264640 -0.491 -0.330 1.473 -0.39
C 1.738743 2.050290 -0.908450 0.633 0.517 0.692 -0.20
C 1.144672 0.798203 -1.520057 -0.902 1.912 -0.941 -0.23
C 0.327194 -0.048493 -0.913789 0.633 -0.414 -0.202 -0.18
C -0.575306 -1.118512 -1.416267 -0.206 -2.182 -1.508 -0.26
N -1.579984 -1.656942 -0.487061 -1.393 2.963 -0.744 -0.85
H 3.570233 3.386149 -0.896880 -1.405 0.198 0.323 0.21
H 3.584945 1.934709 -1.760752 0.835 -1.263 -1.799 0.18
H 1.129111 2.572995 -0.136209 0.334 -0.418 -0.731 0.21
H 1.050107 0.907552 -2.605100 0.409 -0.437 0.044 0.20
H 0.384377 -0.091079 0.123342 -0.057 0.282 2.095 0.18
H -1.219468 -0.774200 -2.247279 0.724 0.092 0.030 0.21
H 0.016759 -2.010684 -1.837386 -0.723 1.280 0.575 0.21
H -1.385505 -2.309326 0.217278 0.994 -0.696 0.948 0.37
H -2.109358 -0.829997 -0.111233 0.611 -1.508 -0.217 0.35
O 1.682881 1.347011 3.368880 -0.118 2.975 2.077 -0.94
H 1.458029 0.703028 2.772037 -0.441 -2.544 -2.110 0.47
H 2.529097 1.181448 3.760745 0.560 -0.427 0.018 0.47
O -4.916173 -2.829702 2.292271 -0.173 0.234 2.133 -0.95
H -5.567843 -3.275130 1.783398 -0.392 -0.385 -1.051 0.48
H -4.194799 -2.506348 1.787150 0.565 0.149 -1.105 0.47
```
Positions in Å, forces in eV/Å.



6.
The following is a DFT calculation (ωB97M-V/def2-TZVPD) of 2 unconnected molecules or ions with the total composition C5H13NO2.

Calculated values
2S+1: 1
E_LUMO: 0.028 Ha
Structure (SMILES): CNC(C)(O)O.C=C
Relative energy (zero: lowest compared OMol25 entry of this formula, charge and spin): 175.2 kJ/mol

XYZ file:
```
21
Properties=species:S:1:pos:R:3:forces:R:3:nbo_charge:R:1
C -0.788576 1.794907 -0.296179 -0.036 -0.084 0.020 -0.43
N -0.721876 0.394033 -0.677465 -0.005 -0.054 -0.049 -0.65
C -1.369016 -0.535207 0.211106 0.097 -0.390 -0.420 0.63
C -1.147674 -1.955934 -0.307727 -0.122 0.428 0.188 -0.64
O -2.769155 -0.352265 0.301320 -0.284 -0.093 -0.008 -0.74
O -0.794111 -0.344351 1.472797 0.256 0.118 0.194 -0.73
H -0.125636 2.353671 -0.954163 -0.023 0.118 0.051 0.21
H -0.428012 1.882595 0.726521 0.019 0.153 -0.024 0.22
H -1.797145 2.226313 -0.364658 0.056 0.039 0.036 0.16
H -1.076802 0.261334 -1.617380 -0.002 -0.070 0.127 0.37
H -0.081455 -2.147438 -0.375122 0.065 -0.015 -0.001 0.23
H -1.614444 -2.666057 0.370233 -0.059 -0.093 0.029 0.21
H -1.603485 -2.061888 -1.286945 -0.053 -0.067 -0.119 0.22
H -2.939523 0.494951 0.730032 0.081 -0.026 0.014 0.47
H -0.997231 -1.106621 2.024745 -0.090 0.053 -0.053 0.48
C 2.641515 -0.131889 -0.298685 -0.129 -0.178 -0.096 -0.39
C 3.441048 0.717796 0.311880 0.231 0.159 0.118 -0.39
H 3.027600 -0.999185 -0.811748 0.138 -0.138 -0.080 0.18
H 1.571873 -0.001027 -0.315434 -0.187 0.044 0.004 0.22
H 3.059915 1.585019 0.825854 -0.124 0.156 0.097 0.19
H 4.512191 0.591243 0.331017 0.170 -0.060 -0.029 0.19
```
Positions in Å, forces in eV/Å.



7.
The following is a DFT calculation (ωB97M-V/def2-TZVPD) of 2 unconnected molecules or ions with the total composition C5H13NO2 at a distorted geometry.

Calculated values
2S+1: 1
E_LUMO: 0.028 Ha
Structure (SMILES): C=CCO.CNCO
Relative energy (zero: lowest compared OMol25 entry of this formula, charge and spin): 285.8 kJ/mol

XYZ file:
```
21
Properties=species:S:1:pos:R:3:forces:R:3:nbo_charge:R:1
C -0.479054 -2.693262 -0.079363 0.778 0.199 -0.159 -0.37
C 0.540250 -2.324708 -0.853459 -0.561 -0.345 -0.431 -0.20
C 0.273291 -1.778747 -2.233415 -0.466 0.603 -0.676 -0.10
O 0.886003 -0.466002 -2.276929 -0.175 -0.336 -0.525 -0.74
H -0.314059 -3.006704 0.937186 -0.050 -0.261 0.143 0.20
H -1.489645 -2.671459 -0.455305 -0.186 0.152 0.066 0.19
H 1.581428 -2.419221 -0.529854 -0.364 0.247 -0.069 0.21
H 0.654929 -2.372970 -3.087228 0.137 -0.063 0.656 0.17
H -0.839098 -1.698641 -2.419932 0.985 -0.030 0.397 0.16
H 0.953466 -0.168049 -3.199522 -0.094 -0.249 0.472 0.47
C 0.685668 1.635483 0.055403 -0.978 3.406 1.920 -0.42
N 0.396301 1.715932 1.557939 0.004 -0.761 -2.194 -0.64
C -1.021087 1.700654 1.828776 -0.165 0.901 1.079 0.09
O -1.137086 2.091520 3.210266 -0.498 -0.322 -0.802 -0.72
H 0.639600 0.659008 -0.290578 -0.078 -1.556 -0.694 0.22
H 1.649782 2.118080 -0.114105 0.165 -0.530 0.027 0.20
H -0.038756 2.341853 -0.468237 0.529 -1.129 0.221 0.16
H 0.670599 2.633583 1.841690 0.420 0.592 0.278 0.35
H -1.599554 2.464383 1.289666 0.124 -0.051 -0.139 0.14
H -1.492161 0.736810 1.643740 0.231 -0.283 -0.063 0.15
H -0.520815 1.502455 3.643262 0.243 -0.184 0.494 0.46
```
Positions in Å, forces in eV/Å.



8.
The following is a DFT calculation (ωB97M-V/def2-TZVPD) of a single C5H13NO2 molecule at a distorted geometry.

Calculated values
2S+1: 1
E_LUMO: 0.032 Ha
Structure (SMILES): C[C@@H](NO)C(C)(C)O
Relative energy (zero: lowest compared OMol25 entry of this formula, charge and spin): 325.4 kJ/mol

XYZ file:
```
21
Properties=species:S:1:pos:R:3:forces:R:3:nbo_charge:R:1
C 0.002438 0.307453 2.010590 -0.207 -0.020 -0.083 -0.64
C -0.083110 0.616146 0.523112 4.111 0.167 -1.197 -0.06
N 1.427856 0.899149 -0.087111 -2.127 0.573 1.595 -0.35
O 1.686268 2.294922 0.207944 0.338 -0.069 -0.643 -0.61
C -0.492371 -0.481197 -0.421340 -3.822 0.007 1.275 0.27
C 0.212164 -1.820616 -0.330139 0.396 -0.910 0.171 -0.66
C -0.701426 -0.031200 -1.862910 0.137 -0.067 -0.011 -0.64
O -1.955727 -0.686148 0.208862 1.412 -0.496 -1.199 -0.79
H 0.629996 -0.565516 2.212392 -0.071 0.059 -0.075 0.20
H -0.994893 0.102408 2.410704 0.174 0.019 -0.068 0.24
H 0.425784 1.157860 2.554687 -0.039 -0.052 -0.191 0.22
H -0.653503 1.531609 0.343864 0.222 -0.166 -0.172 0.21
H 2.059281 0.429924 0.569139 -0.220 0.015 -0.139 0.33
H 1.986310 2.634651 -0.653156 -0.186 -0.128 0.497 0.47
H 0.874078 -2.016539 -1.179408 -0.156 0.377 -0.062 0.22
H 0.841104 -2.005566 0.546307 -0.153 0.549 0.117 0.22
H -0.477215 -2.671863 -0.305907 -0.310 0.447 -0.158 0.25
H 0.249711 0.019770 -2.402490 -0.127 0.009 0.177 0.23
H -1.355185 -0.740120 -2.380808 0.115 0.006 0.145 0.22
H -1.170170 0.956123 -1.916027 0.045 -0.064 0.107 0.21
H -2.511390 0.068750 -0.048306 0.469 -0.257 -0.086 0.46
```
Positions in Å, forces in eV/Å.